Entry 1:
Computed, not measured: a cluster of 2 separate species, C11H20F7N3O4P in total, with wB97M-V/def2-TZVPD.

Bonds (Å) are listed after each position.
Geometry (Å):
1 C 3.9457 -2.4953 0.5262  C2 1.531, H21 1.085, H22 1.087, H23 1.088
2 C 2.9605 -3.4819 -0.1052  C1 1.531, N3 1.448, H24 1.083, H25 1.092
3 N 1.7363 -2.8877 -0.5995  C2 1.448, C4 1.471, C11 1.381
4 C 1.9564 -1.9283 -1.6927  N3 1.471, C5 1.570, P8 1.904, H26 1.084
5 C 1.1634 -2.2368 -3.0119  C4 1.570, O6 1.232, O7 1.247
6 O 0.1684 -1.5558 -3.2651  C5 1.232
7 O 1.6883 -3.1654 -3.6576  C5 1.247
8 P 2.2165 -0.0870 -1.2824  C4 1.904, N9 1.758, O10 1.628
9 N 1.9681 -0.0335 0.4573  P8 1.758, H27 1.016, H28 1.012
10 O 0.8884 0.6927 -1.8097  P8 1.628, H29 0.969
11 C 0.5928 -3.2824 0.0678  N3 1.381, F12 1.388, F13 1.398, C14 1.572
12 F 0.6824 -4.6501 0.2856  C11 1.388
13 F 0.5268 -2.7876 1.3731  C11 1.398
14 C -0.8826 -3.1288 -0.4521  C11 1.572, F15 1.327, F16 1.374, C17 1.580
15 F -1.0651 -3.6620 -1.6534  C14 1.327
16 F -1.5824 -3.9312 0.4170  C14 1.374
17 C -1.6029 -1.7281 -0.3220  C14 1.580, F18 1.345, F19 1.309, F20 1.319
18 F -2.6041 -1.8167 0.5713  C17 1.345
19 F -2.1424 -1.3433 -1.4513  C17 1.309
20 F -0.7843 -0.7980 0.1314  C17 1.319
21 H 4.3046 -1.7543 -0.1811  C1 1.085
22 H 3.4560 -2.0184 1.3713  C1 1.087
23 H 4.7751 -3.0756 0.9261  C1 1.088
24 H 2.7755 -4.2526 0.6323  C2 1.083
25 H 3.4629 -3.9714 -0.9421  C2 1.092
26 H 2.9691 -2.1437 -2.0154  C4 1.084
27 H 1.4652 0.8278 0.6518  N9 1.016
28 H 2.8822 0.0936 0.8725  N9 1.012
29 H 0.6120 1.3718 -1.1758  O10 0.969
30 C -2.5841 1.9000 0.9860  C31 1.525, H36 1.090, H37 1.088, H38 1.092
31 C -1.3145 2.7380 1.0927  C30 1.525, C32 1.533, N35 1.466, H39 1.095
32 C -1.5378 4.1333 1.6880  C31 1.533, O33 1.414, H40 1.094, H41 1.098
33 O -2.1257 5.0688 0.8051  C32 1.414, C34 1.414
34 C -3.5352 5.0104 0.7091  O33 1.414, H42 1.094, H43 1.092, H44 1.090
35 N -0.6726 2.7906 -0.2239  C31 1.466, H45 1.019, H46 1.016
36 H -3.2160 2.2265 0.1600  C30 1.090
37 H -2.3296 0.8583 0.8036  C30 1.088
38 H -3.1678 1.9508 1.9078  C30 1.092
39 H -0.6344 2.2135 1.7715  C31 1.095
40 H -0.5624 4.5553 1.9462  C32 1.094
41 H -2.1197 4.0719 2.6175  C32 1.098
42 H -3.9897 4.7464 1.6688  C34 1.094
43 H -3.8602 4.2977 -0.0523  C34 1.092
44 H -3.8841 6.0010 0.4173  C34 1.090
45 H 0.2218 3.2700 -0.1373  N35 1.019
46 H -1.2205 3.3976 -0.8265  N35 1.016

Properties
HOMO energy (eV): -4.005
Total charge: -1

Here are the Mulliken charges for atoms 1 to 5, given in e:
1. C -1.16
2. C -0.95
3. N 0.20
4. C -0.11
5. C 0.15

Entry 2:
Computed, not measured: the molecule C11H20N2O2, with wB97M-V/def2-TZVPD.

Bonds (Å) are listed after each position.
Geometry (Å):
1 C -1.5020 -1.4844 -4.1806  C2 1.524, H33 1.088, H34 1.087, H35 1.088
2 C -0.5261 -0.3631 -3.8443  C1 1.524, C3 1.530, H31 1.091, H32 1.093
3 C 0.5774 -0.7930 -2.8764  C2 1.530, C4 1.530, H29 1.093, H30 1.093
4 C 0.0884 -1.2458 -1.4995  C3 1.530, C5 1.527, H27 1.093, H28 1.091
5 C -0.6326 -0.1447 -0.7244  C4 1.527, C6 1.530, H25 1.091, H26 1.090
6 C -0.9646 -0.5541 0.7123  C5 1.530, C7 1.535, H23 1.092, H24 1.089
7 C 0.2637 -0.5772 1.6321  C6 1.535, H8 1.092, H9 1.092, C10 1.543
8 H 0.2571 -1.4779 2.2500  C7 1.092
9 H 1.1722 -0.6024 1.0267  C7 1.092
10 C 0.3736 0.6293 2.5883  C7 1.543, N11 1.449, C15 1.534, C19 1.528
11 N 1.7219 0.7197 3.1115  C10 1.449, C12 1.351, H18 1.005
12 C 2.4010 1.8099 2.6926  N11 1.351, O13 1.200, N14 1.403
13 O 3.5379 2.1206 2.9209  C12 1.200
14 N 1.4880 2.5462 1.9232  C12 1.403, C15 1.364, H17 1.009
15 C 0.2561 1.9652 1.8446  C10 1.534, N14 1.364, O16 1.202
16 O -0.7168 2.4328 1.3169  C15 1.202
17 H 1.7134 3.4480 1.5317  N14 1.009
18 H 2.1588 -0.0158 3.6387  N11 1.005
19 C -0.6548 0.5632 3.7172  C10 1.528, H20 1.087, H21 1.088, H22 1.086
20 H -0.5710 -0.3822 4.2480  C19 1.087
21 H -0.4922 1.3778 4.4193  C19 1.088
22 H -1.6566 0.6541 3.3087  C19 1.086
23 H -1.4247 -1.5439 0.6958  C6 1.092
24 H -1.7002 0.1457 1.1063  C6 1.089
25 H -0.0220 0.7599 -0.7121  C5 1.091
26 H -1.5662 0.0994 -1.2319  C5 1.090
27 H 0.9581 -1.5839 -0.9306  C4 1.093
28 H -0.5767 -2.1042 -1.6082  C4 1.091
29 H 1.1395 -1.6132 -3.3307  C3 1.093
30 H 1.2674 0.0445 -2.7442  C3 1.093
31 H -1.0728 0.4841 -3.4277  C2 1.091
32 H -0.0509 -0.0212 -4.7672  C2 1.093
33 H -2.1988 -1.1588 -4.9496  C1 1.088
34 H -2.0783 -1.7777 -3.3071  C1 1.087
35 H -0.9670 -2.3568 -4.5504  C1 1.088

Properties
SMILES string: CCCCCCC[C@@]1(C)NC(=O)NC1=O
Relative energy (zero: lowest compared OMol25 entry of this formula, charge and spin) (kJ/mol): 0.00
HOMO energy (eV): -10.065

Here are the Mulliken charges for atoms 1 to 5, given in e:
1. C -1.15
2. C -0.39
3. C -0.90
4. C -0.41
5. C -0.43

HOMO energy of number 1 (C11H20F7N3O4P)? -4.005 eV

Among the records above, which one has the highest HOMO energy? C11H20F7N3O4P

Which of these has the lowest HOMO energy? C11H20N2O2